(1)
90
Properties=species:S:1:pos:R:3 method="wB97M-V/def2-TZVPD" relative_energy_kcal_mol=68.9 max_force_ev_per_a=5.25 spin_multiplicity=4 s_squared=3.87 total_charge=+2 homo_energy_ev="-12.16 / -12.16" orbital_gap_ha="0.180 / 0.183"
N 3.643 -4.661 -6.243
C 3.438 -5.238 -5.048
C 3.162 -4.478 -3.904
C 2.963 -3.070 -4.035
C 3.448 -2.501 -5.247
C 3.687 -3.327 -6.342
C 2.253 -2.268 -3.056
V 0.741 -0.856 -1.509
P -3.609 3.175 -0.513
C 1.493 -1.117 -3.416
C 0.043 -1.225 -3.291
C -0.571 -0.008 -2.907
C -1.396 0.027 -1.769
C -2.151 -1.156 -1.440
C -1.501 -2.352 -1.721
C -0.362 -2.374 -2.557
Br -3.735 -1.228 -0.313
H 2.148 -2.712 -2.029
H 1.871 -0.284 -4.005
H 3.101 -4.960 -2.920
H 3.625 -1.432 -5.348
H 3.462 -6.344 -5.013
H 3.880 -2.899 -7.333
H -0.372 0.875 -3.501
H 0.045 -3.357 -2.787
H -1.634 1.018 -1.343
H -1.814 -3.277 -1.229
P 2.046 1.203 -1.477
C -4.965 1.972 -0.898
C -6.240 2.694 -1.324
H -5.157 1.306 -0.049
H -4.650 1.312 -1.712
H -7.035 1.984 -1.594
H -6.624 3.360 -0.543
H -6.036 3.316 -2.202
C -2.693 3.312 -2.097
C -2.792 4.773 -2.548
H -3.134 2.628 -2.838
H -1.641 3.019 -1.957
H -2.256 4.941 -3.486
H -3.841 5.058 -2.698
H -2.366 5.430 -1.783
C -2.520 2.481 0.766
C -3.037 2.969 2.138
H -1.467 2.761 0.603
H -2.645 1.390 0.681
H -2.257 2.994 2.909
H -3.489 3.971 2.084
H -3.796 2.250 2.460
C 2.042 1.552 0.314
C 3.066 2.601 0.791
H 2.207 0.588 0.814
H 1.022 1.879 0.583
H 4.035 2.144 1.044
H 3.259 3.386 0.043
H 2.691 3.109 1.694
C 1.345 2.732 -2.163
C 1.691 2.967 -3.621
H 1.766 3.534 -1.542
H 0.258 2.717 -1.982
H 2.778 2.935 -3.766
H 1.211 2.261 -4.314
H 1.361 3.977 -3.888
C 3.788 1.076 -1.990
C 4.593 -0.047 -1.332
H 4.244 2.048 -1.735
H 3.812 0.962 -3.084
H 4.427 -1.034 -1.792
H 5.664 0.185 -1.444
H 4.401 -0.157 -0.251
C -1.216 -3.811 1.732
N -0.909 -2.552 2.409
C -2.076 -1.913 3.032
C 0.237 -1.860 2.199
S 1.125 -2.024 0.685
N 0.685 -1.134 3.247
C 0.254 -1.448 4.645
C 1.904 -0.335 3.138
H -1.650 -4.494 2.484
H -0.312 -4.247 1.298
H -1.963 -3.666 0.939
H -2.360 -2.457 3.943
H -1.865 -0.865 3.262
H -2.910 -1.928 2.316
H 1.129 -1.392 5.314
H -0.521 -0.745 5.008
H -0.143 -2.470 4.677
H 2.674 -0.909 2.594
H 1.710 0.602 2.591
H 2.242 -0.096 4.159

(2)
119
Properties=species:S:1:pos:R:3 method="wB97M-V/def2-TZVPD" max_force_ev_per_a=3.45 homo_energy_ev=-9.23 orbital_gap_ha=0.311
C 0.143 -1.644 -0.058
N -0.273 -0.216 0.055
O -1.353 0.108 -0.527
O 0.389 0.586 0.666
H -0.414 -2.070 0.777
H 1.219 -1.814 -0.081
H -0.342 -1.987 -0.972
C 4.267 -1.942 0.685
N 3.728 -3.059 -0.105
O 3.492 -4.082 0.506
O 3.793 -2.963 -1.335
H 5.346 -2.076 0.617
H 3.952 -2.103 1.716
H 3.911 -0.964 0.359
C 1.692 -3.590 5.518
N 2.081 -2.942 4.255
O 1.153 -2.546 3.522
O 3.292 -2.832 3.957
H 0.684 -3.985 5.396
H 1.770 -2.858 6.321
H 2.458 -4.339 5.723
C 2.069 0.967 3.857
N 0.826 0.776 4.633
O 0.514 -0.317 5.128
O 0.034 1.715 4.724
H 2.075 1.855 3.225
H 2.332 0.040 3.347
H 2.819 1.121 4.632
C 3.723 -2.237 -4.806
N 3.341 -1.374 -3.682
O 2.263 -1.573 -3.105
O 4.000 -0.363 -3.495
H 4.319 -1.843 -5.629
H 2.729 -2.460 -5.195
H 4.306 -3.095 -4.472
N -6.739 0.616 -2.637
C -5.921 1.667 -2.420
C -6.413 2.955 -2.276
C -7.805 3.184 -2.189
C -8.676 2.070 -2.384
C -8.112 0.783 -2.543
H -4.871 1.416 -2.377
H -5.666 3.733 -2.216
H -8.234 4.159 -2.014
H -9.744 2.226 -2.350
H -8.633 -0.147 -2.717
N -5.618 -4.465 -0.017
C -4.519 -3.987 0.555
C -3.996 -2.714 0.258
C -4.772 -1.817 -0.526
C -5.950 -2.304 -1.088
C -6.350 -3.631 -0.835
H -4.031 -4.750 1.142
H -3.060 -2.314 0.621
H -4.482 -0.795 -0.719
H -6.522 -1.620 -1.698
H -7.212 -4.090 -1.296
N 1.658 4.868 -1.044
C 0.894 3.960 -1.753
C 0.245 4.425 -2.892
C 0.479 5.717 -3.366
C 1.314 6.567 -2.636
C 1.830 6.140 -1.449
H 0.814 2.942 -1.403
H -0.497 3.851 -3.427
H -0.098 5.960 -4.246
H 1.630 7.507 -3.065
H 2.406 6.787 -0.804
N 5.003 0.429 2.790
C 6.036 -0.099 3.383
C 7.150 0.684 3.857
C 7.036 2.121 3.713
C 5.929 2.665 3.091
C 5.037 1.772 2.591
H 6.118 -1.173 3.299
H 8.017 0.267 4.346
H 7.837 2.663 4.193
H 5.770 3.728 2.992
H 4.146 2.200 2.156
C -4.148 -0.018 3.119
Br -2.533 -1.188 3.147
Br -4.178 1.341 4.532
Br -5.798 -1.093 3.189
H -4.206 0.511 2.167
C -1.651 4.101 0.624
Br -1.048 5.933 0.298
Br -2.795 3.469 -0.795
Br -2.543 4.045 2.390
H -0.792 3.431 0.589
C 2.301 -5.817 -2.669
Br 3.305 -6.964 -3.979
Br 1.700 -6.819 -1.086
Br 0.918 -4.722 -3.538
H 2.983 -5.044 -2.315
C 4.431 3.104 -1.978
Br 4.891 4.535 -0.616
Br 4.285 1.346 -0.997
Br 5.602 3.023 -3.585
H 3.424 3.295 -2.349
C -2.423 1.737 -4.876
Br -2.999 3.489 -4.229
Br -3.964 0.576 -5.250
Br -1.143 0.834 -3.596
H -1.879 1.765 -5.820
C -3.872 -3.955 -3.555
Br -4.152 -4.762 -5.322
Br -3.103 -2.118 -3.548
Br -2.625 -5.158 -2.564
H -4.826 -3.970 -3.028
C 0.195 -6.957 2.669
Br -0.961 -7.932 3.997
Br 2.050 -6.645 3.488
Br -0.782 -5.293 2.191
H 0.294 -7.626 1.814
C 1.623 5.822 2.838
Br -0.026 6.784 3.557
Br 2.413 4.513 4.139
Br 2.940 7.211 2.167
H 1.323 5.164 2.023

(3)
73
Properties=species:S:1:pos:R:3 method="wB97M-V/def2-TZVPD" relative_energy_kcal_mol=86.1 max_force_ev_per_a=4.49 homo_energy_ev=-4.97 orbital_gap_ha=0.091
C -4.119 2.936 -0.909
C -2.967 2.017 -1.010
C -2.495 1.539 -2.236
C -1.252 0.960 -2.177
C -0.444 0.997 -0.857
B -2.084 -3.448 1.320
C 0.756 1.926 -1.087
C 1.361 2.537 -0.012
C 2.629 3.078 -0.146
C 3.293 3.599 1.093
F 4.457 4.254 0.830
F 2.467 4.439 1.788
F 3.613 2.562 1.954
C 3.278 3.074 -1.373
C 2.622 2.545 -2.472
C 3.370 2.316 -3.761
F 3.330 0.977 -4.112
F 2.852 2.998 -4.820
F 4.697 2.635 -3.673
C 1.297 2.113 -2.359
O -2.479 -2.606 2.249
C -3.388 -1.582 1.755
C -4.419 -2.186 0.760
C -5.430 -3.074 1.510
C -5.110 -0.937 0.203
C -3.746 -3.001 -0.378
O -2.435 -3.658 0.090
S -1.853 1.696 0.255
H -4.568 3.102 -1.893
H -4.900 2.566 -0.240
H -3.756 3.888 -0.510
H -3.100 1.658 -3.148
H -0.809 0.623 -3.129
H 0.874 2.467 0.953
H 4.277 3.467 -1.459
H 0.757 1.872 -3.276
H -3.868 -1.168 2.643
H -2.747 -0.807 1.288
H -6.236 -3.381 0.822
H -4.950 -3.991 1.887
H -5.879 -2.532 2.363
H -5.977 -1.168 -0.442
H -5.422 -0.269 1.028
H -4.355 -0.385 -0.389
H -4.359 -3.844 -0.684
H -3.470 -2.374 -1.227
C -0.034 -1.237 -1.545
C -0.062 -0.334 -0.307
N 1.216 -0.558 0.551
C 1.367 -1.143 1.845
C 0.634 -2.098 2.562
C 1.123 -2.573 3.810
C 2.367 -2.154 4.308
C 3.206 -1.362 3.510
C 2.718 -0.937 2.268
C 3.449 -0.486 1.120
C 2.507 -0.432 0.053
C 2.950 -0.334 -1.252
C 4.282 0.004 -1.461
C 5.212 0.058 -0.417
C 4.808 -0.280 0.877
H -1.091 -1.356 -1.880
H 0.554 -0.640 -2.260
H 0.447 -2.223 -1.449
H -0.803 -0.688 0.405
H -0.300 -2.491 2.160
H 0.552 -3.295 4.416
H 2.707 -2.498 5.297
H 4.195 -1.041 3.855
H 2.293 -0.512 -2.096
H 4.634 0.224 -2.464
H 6.254 0.323 -0.627
H 5.501 -0.365 1.714

(4)
60
Properties=species:S:1:pos:R:3 method="wB97M-V/def2-TZVPD" relative_energy_kcal_mol=12.6 max_force_ev_per_a=0.76 total_charge=-2 homo_energy_ev=-1.74 orbital_gap_ha=0.197
Na -1.123 -0.622 0.703
O -4.839 -0.105 7.024
C -4.711 -1.059 6.227
O -5.066 -2.247 6.346
C -3.982 -0.712 4.903
C -3.518 0.576 4.659
C -2.861 0.846 3.473
N -2.620 -0.074 2.535
C -3.069 -1.320 2.768
C -3.760 -1.667 3.920
C -2.707 -2.344 1.686
O -3.599 -2.791 0.950
O -1.461 -2.564 1.608
H -3.686 1.340 5.406
H -2.503 1.847 3.249
H -4.122 -2.675 4.076
N 2.085 -0.417 -1.006
P 0.552 -0.227 -1.759
C 0.105 -2.002 -2.056
C 1.025 -2.919 -2.576
C 0.708 -4.258 -2.695
C -0.543 -4.716 -2.283
C -1.466 -3.826 -1.772
C -1.145 -2.475 -1.676
C 1.140 0.156 -3.446
C 2.240 0.991 -3.635
C 2.645 1.341 -4.915
C 1.942 0.882 -6.020
C 0.829 0.073 -5.837
C 0.431 -0.290 -4.559
C 2.267 -0.463 0.362
C 3.539 -0.723 0.897
C 3.680 -0.752 2.266
C 2.578 -0.518 3.083
C 1.369 -0.275 2.463
N 1.213 -0.255 1.139
H 2.861 -0.760 -1.550
H 2.002 -2.575 -2.900
H 1.436 -4.954 -3.097
H -0.782 -5.771 -2.347
H -2.429 -4.153 -1.401
H -1.911 -1.822 -1.270
H 2.751 1.399 -2.772
H 3.500 1.994 -5.045
H 2.251 1.164 -7.019
H 0.267 -0.282 -6.692
H -0.432 -0.932 -4.430
H 4.382 -0.901 0.240
H 4.651 -0.958 2.701
H 2.648 -0.532 4.161
H 0.468 -0.097 3.042
Te -0.038 2.857 -0.791
C 0.414 4.833 -0.212
C 1.010 5.288 0.939
C 1.146 6.701 1.000
C 0.656 7.330 -0.106
S 0.026 6.177 -1.212
H 1.335 4.613 1.718
H 1.586 7.229 1.837
H 0.634 8.391 -0.303